Entry w
Formula: C4H8NOP
Source: the OMol25 dataset
Level of theory: the ωB97M-V functional and the def2-TZVPD basis

total charge	0
HOMO (spin up / spin down)	-0.323 / -0.323	Eh
spin multiplicity	1
SMILES	CC/C(C=O)=N\P

Geometry as XYZ:
```
15
Properties=species:S:1:pos:R:3:nbo_charge:R:1
C -1.41108 -1.35935 0.41217 -0.5986
C -0.30247 -0.13931 0.43566 -0.5122
C 0.89587 -0.39582 -0.37845 0.2089
C 1.29971 -1.70785 -0.90014 0.3590
O 0.83639 -2.75610 -0.50073 -0.5102
N 1.88755 0.66591 -0.81856 -0.7536
P 1.81368 2.08711 -0.07162 0.5617
H -2.03929 -1.33190 1.29767 0.2127
H -1.99933 -1.16972 -0.53006 0.2141
H -0.96575 -2.30195 0.56324 0.2493
H 0.15022 -0.12581 1.50285 0.2549
H -0.64220 0.93301 0.28156 0.2449
H 2.07336 -1.60285 -1.73482 0.1454
H 0.65685 2.77909 -0.65444 -0.0441
H 2.80687 2.71936 -0.87458 -0.0324
```

Entry x
Formula: C4H8NOP
Source: the OMol25 dataset
Level of theory: the ωB97M-V functional and the def2-TZVPD basis

total charge	0
HOMO	-0.326	Eh
spin multiplicity	1
SMILES	[H]/N=C1/CCCP1O

Geometry as XYZ:
```
15
Properties=species:S:1:pos:R:3:nbo_charge:R:1
H 1.00216 2.12819 1.95928 0.3386
N 0.86641 2.11481 0.95083 -0.5995
C 0.23651 1.13508 0.49341 0.0445
C -0.04439 0.98358 -0.97074 -0.4809
C -0.10492 -0.51295 -1.25153 -0.4006
C -0.96128 -1.12469 -0.14477 -0.7267
P -0.41684 -0.34439 1.45922 0.9678
O 1.06305 -1.06362 1.61315 -0.9806
H -1.01624 1.44367 -1.17583 0.2184
H 0.71227 1.50250 -1.55736 0.2364
H -0.52130 -0.72380 -2.23777 0.2130
H 0.90302 -0.92970 -1.20485 0.2119
H -2.01576 -0.87836 -0.29206 0.2222
H -0.86899 -2.21073 -0.09143 0.2384
H 1.16630 -1.51960 2.45043 0.4971
```

What should be chosen as the least stable of them? Choose entry w.

Entry w
Formula: C24H23KN6O7S
Source: the OMol25 dataset
Level of theory: the ωB97M-V functional and the def2-TZVPD basis

total charge	-2
HOMO	-0.085	Eh
spin multiplicity	1

Geometry as XYZ:
```
62
Properties=species:S:1:pos:R:3:nbo_charge:R:1
K 0.91480 -0.85452 1.43425 0.9515
C -3.80200 -3.12400 -1.94976 -0.6698
C -3.71068 -2.83278 -0.49879 0.3747
N -4.16447 -3.56144 0.46938 -0.3065
N -3.84957 -2.82978 1.58342 -0.3894
C -3.18061 -1.68479 1.33591 0.2241
S -2.70079 -0.55088 2.47662 -0.3625
N -3.09699 -1.69419 -0.01761 -0.2081
N -2.59390 -0.70548 -0.85183 -0.6724
H -4.42307 -4.00289 -2.11163 0.2179
H -2.79674 -3.29199 -2.33920 0.2700
H -4.21002 -2.25433 -2.46704 0.2412
H -4.00481 -3.19886 2.49898 0.4085
H -2.38319 0.15776 -0.34204 0.4318
H -1.76648 -1.05145 -1.32976 0.4172
O -1.88612 2.54821 -3.65841 -0.7631
C -1.46276 2.08596 -2.57516 0.7297
O -0.74024 1.09341 -2.33965 -0.7588
C -1.93106 2.87298 -1.32833 0.1275
C -2.05822 4.26108 -1.40772 -0.2471
C -2.45096 4.96999 -0.28708 -0.1984
C -2.71077 4.27625 0.88950 -0.2928
C -2.55423 2.89979 0.88299 0.0455
N -2.17592 2.21228 -0.19519 -0.4432
H -1.85613 4.74042 -2.35641 0.2306
H -2.56092 6.04884 -0.32556 0.1926
H -3.01010 4.79075 1.79397 0.2009
H -2.73839 2.31246 1.77670 0.2066
O 3.62102 0.88110 3.54333 -0.7292
C 2.39749 0.83218 3.31320 0.7234
O 1.58978 -0.11805 3.47489 -0.8040
C 1.79864 2.11983 2.74412 0.1382
C 1.74351 3.27296 3.52454 -0.2515
C 1.24831 4.43502 2.96246 -0.1858
C 0.85179 4.42268 1.62987 -0.2919
C 0.94626 3.23217 0.92807 0.0473
N 1.39800 2.09756 1.46782 -0.4529
H 2.09556 3.23785 4.54910 0.2135
H 1.18365 5.34505 3.54917 0.1932
H 0.46827 5.31136 1.14772 0.2086
H 0.64562 3.17309 -0.11376 0.2096
C 5.76008 -4.55734 1.01455 -0.2507
O 5.49087 -4.62452 -0.37011 -0.5116
C 4.26519 -4.16198 -0.76990 0.3147
C 4.06363 -4.13767 -2.16251 -0.3861
C 2.87401 -3.63764 -2.63874 -0.1232
C 1.83639 -3.19596 -1.80508 -0.3434
C 0.60395 -2.62727 -2.36968 0.5925
C 0.66159 -1.85870 -3.67894 -0.7301
O -0.48469 -2.69709 -1.81079 -0.6326
C 2.01159 -3.26033 -0.36458 0.4567
O 1.14827 -2.86607 0.46534 -0.7893
C 3.29187 -3.74275 0.09724 -0.4049
H 6.78976 -4.88718 1.14474 0.1746
H 5.09804 -5.21394 1.58675 0.1710
H 5.65673 -3.53891 1.39635 0.1877
H 4.84916 -4.48330 -2.82317 0.1993
H 2.72579 -3.62197 -3.71319 0.1918
H 1.64471 -1.86163 -4.14724 0.1958
H 0.37463 -0.82474 -3.45294 0.2923
H -0.08586 -2.25841 -4.36768 0.2105
H 3.42696 -3.75189 1.17112 0.2083
```

Entry x
Formula: C24H23KN6O7S
Source: the OMol25 dataset
Level of theory: the ωB97M-V functional and the def2-TZVPD basis

total charge	-2
HOMO	-0.091	Eh
spin multiplicity	1

Geometry as XYZ:
```
62
Properties=species:S:1:pos:R:3:nbo_charge:R:1
K -1.52208 0.27657 0.81291 0.9196
C 3.28397 -2.30011 4.09952 -0.6514
C 1.83573 -2.56179 4.26919 0.3686
N 1.30336 -3.28147 5.20750 -0.3200
N -0.03669 -3.23127 4.91568 -0.3996
C -0.34892 -2.46479 3.84767 0.2156
S -1.85724 -2.18927 3.21192 -0.2810
N 0.88998 -2.03849 3.43055 -0.2281
N 1.23384 -1.25283 2.33405 -0.7005
H 3.83183 -2.81654 4.88484 0.2171
H 3.48001 -1.22940 4.14387 0.2437
H 3.61361 -2.64374 3.11928 0.2357
H -0.71075 -3.71477 5.47738 0.4071
H 0.94459 -0.27627 2.48308 0.4319
H 0.77478 -1.62150 1.49152 0.4216
O 0.77461 3.52972 2.81622 -0.7344
C 0.37964 2.66246 2.02561 0.8090
O 0.42217 1.41446 2.14772 -0.8253
C -1.75828 3.51325 0.55014 0.0115
C -1.42845 4.98662 0.19431 -0.3103
C -1.85680 5.42273 -1.16123 -0.0894
C -2.51722 4.59774 -1.96872 -0.3131
C -2.76706 3.20729 -1.55109 0.0612
N -2.41039 2.68800 -0.45329 -0.3728
H -1.85468 5.64570 0.95421 0.2683
H -1.63427 6.43932 -1.47702 0.1815
H -2.85642 4.90889 -2.95063 0.1897
H -3.27377 2.55376 -2.26384 0.1621
O -3.07078 4.41660 2.33884 -0.7599
C -2.62664 3.35495 1.86359 0.7862
O -2.79514 2.17881 2.23304 -0.7710
C -0.20256 3.19870 0.65935 -0.0294
C 0.08742 4.70631 0.42060 -0.2890
C 1.03399 5.00312 -0.68701 -0.1069
C 1.43831 4.03890 -1.50930 -0.3045
C 0.93277 2.66609 -1.33160 0.0623
N 0.19380 2.26740 -0.38454 -0.3663
H 0.43588 5.14255 1.35736 0.2705
H 1.39155 6.02190 -0.81516 0.1835
H 2.12888 4.23283 -2.32255 0.1907
H 1.21977 1.92406 -2.07898 0.1661
C 3.87134 -4.32866 -2.03558 -0.2480
O 2.82253 -4.49545 -2.95959 -0.5152
C 1.61566 -3.91827 -2.63264 0.3280
C 0.59950 -4.09141 -3.59583 -0.3930
C -0.62664 -3.53215 -3.33976 -0.1377
C -0.92664 -2.79711 -2.17874 -0.3049
C -2.25819 -2.22723 -2.00847 0.5580
C -3.32192 -2.53795 -3.06698 -0.7141
O -2.59842 -1.50957 -1.07947 -0.5991
C 0.10666 -2.62339 -1.17513 0.4736
O -0.04807 -2.00970 -0.09466 -0.7325
C 1.38953 -3.22565 -1.47815 -0.4338
H 4.73738 -4.83458 -2.46025 0.1747
H 3.62870 -4.77517 -1.06662 0.1742
H 4.10677 -3.27166 -1.88124 0.1783
H 0.80741 -4.64459 -4.50170 0.1991
H -1.39990 -3.66455 -4.08679 0.1890
H -3.47078 -3.61243 -3.18879 0.2065
H -3.04164 -2.12568 -4.03863 0.2090
H -4.24943 -2.07553 -2.73777 0.2248
H 2.15379 -3.07576 -0.72821 0.2127
```

What should be chosen as the least stable of them? Choose entry x.